1.
The following is a DFT calculation (the ωB97M-V functional and the def2-TZVPD basis) of C53H41FGeMnN3O as an isolated structure.

Structure (XYZ):
```
101
C53H41FGeMnN3O (the ωB97M-V functional and the def2-TZVPD basis)
Mn -0.055 -0.381 0.459
O -3.492 -1.106 -1.468
C -2.489 -0.522 -1.069
N -2.005 -0.484 0.180
C -2.650 -1.362 1.131
C -1.736 -2.523 1.399
C -2.177 -3.721 1.945
C -1.268 -4.736 2.170
C 0.065 -4.525 1.845
C 0.430 -3.307 1.311
N -0.447 -2.322 1.089
C -0.859 1.443 -1.671
C -0.906 2.591 -2.453
C -0.154 3.692 -2.092
C 0.620 3.622 -0.946
C 0.612 2.452 -0.213
N -0.108 1.380 -0.563
H -3.616 -1.717 0.766
H -2.808 -0.834 2.080
H -3.227 -3.841 2.176
H -1.592 -5.682 2.586
H 0.813 -5.289 2.001
H 1.457 -3.097 1.048
H -1.537 2.603 -3.329
H -0.173 4.591 -2.694
H 1.228 4.452 -0.614
H 1.208 2.350 0.680
C -1.612 0.228 -2.065
C -1.431 -0.292 -3.249
C -1.270 -0.867 -4.413
C -0.163 -1.861 -4.529
C 0.044 -2.789 -3.510
C 1.113 -3.671 -3.570
C 1.981 -3.639 -4.652
C 1.773 -2.725 -5.676
C 0.705 -1.843 -5.619
C -2.139 -0.578 -5.582
C -2.417 -1.586 -6.504
C -3.251 -1.343 -7.585
C -3.816 -0.089 -7.763
C -3.542 0.922 -6.852
C -2.708 0.679 -5.773
H -0.645 -2.813 -2.674
H 1.265 -4.386 -2.772
H 2.817 -4.325 -4.699
H 2.450 -2.695 -6.521
H 0.547 -1.127 -6.416
H -1.984 -2.569 -6.364
H -3.462 -2.138 -8.288
H -4.465 0.100 -8.608
H -3.976 1.904 -6.985
H -2.487 1.470 -5.068
F 4.494 3.329 -2.781
C 3.845 2.272 -2.232
C 2.940 1.566 -2.998
C 2.274 0.494 -2.422
C 2.482 0.128 -1.089
C 1.683 -0.949 -0.449
C 3.422 0.864 -0.363
C 4.109 1.931 -0.922
H 2.767 1.854 -4.028
H 1.563 -0.071 -3.019
H 2.320 -1.527 0.224
H 1.304 -1.638 -1.221
H 3.602 0.606 0.675
H 4.834 2.501 -0.355
C 0.353 0.169 1.855
Ge 0.237 0.930 3.630
C 1.824 0.360 4.611
C 1.857 0.383 6.005
C 2.996 -0.017 6.690
C 4.114 -0.446 5.988
C 4.090 -0.479 4.601
C 2.949 -0.080 3.918
C 0.235 2.855 3.299
C -0.871 3.530 2.786
C -0.776 4.862 2.409
C 0.432 5.534 2.529
C 1.544 4.872 3.031
C 1.444 3.541 3.414
C -1.353 0.133 4.429
C -1.295 -1.242 4.664
C -2.408 -1.934 5.117
C -3.600 -1.258 5.342
C -3.667 0.111 5.125
C -2.549 0.802 4.674
H 0.986 0.708 6.564
H 3.010 0.004 7.773
H 5.002 -0.758 6.523
H 4.958 -0.820 4.050
H 2.923 -0.125 2.834
H -1.810 3.010 2.640
H -1.644 5.370 2.008
H 0.507 6.572 2.230
H 2.490 5.390 3.123
H 2.319 3.032 3.806
H -0.370 -1.783 4.484
H -2.345 -3.002 5.291
H -4.472 -1.795 5.691
H -4.591 0.644 5.307
H -2.620 1.871 4.519
```

For the orbital gap, the calculation gives 7.914 eV. The value obtained for the molar mass is 882.48 g mol⁻¹. The lowest unoccupied orbital energy is 0.4 eV.

=====

2.
The following is a DFT calculation (the ωB97M-V functional and the def2-TZVPD basis) of C40H62BBrN6O2P2Rb as an isolated structure.

Structure (XYZ):
```
115
C40H62BBrN6O2P2Rb (the ωB97M-V functional and the def2-TZVPD basis)
Rb -0.096 1.172 -1.210
C -1.146 -2.521 0.207
C -1.717 -2.349 -1.163
C -2.767 -3.078 -1.750
C -2.938 -2.506 -2.992
C -3.933 -2.839 -4.054
N -2.028 -1.519 -3.116
N -1.265 -1.423 -1.999
B -1.859 -0.555 -4.307
N -0.353 -0.312 -4.560
N 0.298 0.823 -4.205
C 1.557 0.656 -4.600
C 2.565 1.741 -4.397
C 1.732 -0.601 -5.200
C 0.482 -1.184 -5.150
C 0.035 -2.535 -5.602
N -2.621 0.770 -4.084
N -2.571 1.444 -2.909
C -3.340 2.511 -3.052
C -3.516 3.483 -1.929
C -3.898 2.546 -4.343
C -3.411 1.416 -4.966
C -3.658 0.934 -6.358
H -1.941 -2.610 0.950
H -0.529 -3.423 0.268
H -0.537 -1.661 0.485
H -3.339 -3.882 -1.317
H -4.561 -3.662 -3.714
H -4.576 -1.986 -4.282
H -3.443 -3.134 -4.984
H -2.323 -1.088 -5.283
H 2.163 2.501 -3.728
H 3.484 1.349 -3.958
H 2.820 2.221 -5.346
H 2.638 -1.026 -5.603
H 0.890 -3.101 -5.972
H -0.426 -3.089 -4.781
H -0.705 -2.462 -6.402
H -2.845 3.229 -1.109
H -3.301 4.503 -2.253
H -4.537 3.463 -1.541
H -4.560 3.284 -4.767
H -4.295 1.649 -6.879
H -2.725 0.831 -6.915
H -4.150 -0.040 -6.366
C -3.060 -0.747 7.033
C -3.402 -1.464 5.719
C -3.185 -2.973 5.901
C -4.884 -1.231 5.423
C -2.506 -0.946 4.596
C -2.995 -0.362 3.440
C -2.128 0.079 2.456
Br -2.932 0.815 0.884
C -0.714 -0.017 2.515
O 0.049 0.411 1.573
C -0.227 -0.639 3.721
C -1.117 -1.065 4.692
C 1.279 -0.840 3.904
C 1.641 -1.490 5.242
C 1.806 -1.759 2.792
C 1.984 0.522 3.848
H -3.687 -1.122 7.848
H -3.225 0.327 6.935
H -2.017 -0.902 7.310
H -3.817 -3.359 6.706
H -2.146 -3.196 6.147
H -3.432 -3.506 4.980
H -5.487 -1.608 6.253
H -5.196 -1.753 4.517
H -5.104 -0.169 5.300
H -4.056 -0.238 3.275
H -0.716 -1.528 5.584
H 1.210 -2.488 5.341
H 1.314 -0.884 6.091
H 2.728 -1.590 5.301
H 1.351 -2.749 2.879
H 2.892 -1.872 2.869
H 1.560 -1.351 1.815
H 1.666 1.147 4.688
H 1.725 1.025 2.920
H 3.071 0.399 3.901
C 0.788 6.036 1.092
P 1.065 4.246 1.145
C -0.371 3.570 1.978
C 2.448 4.043 2.288
O 1.333 3.675 -0.200
H 0.603 6.429 2.092
H -0.075 6.241 0.458
H 1.660 6.529 0.662
H -0.471 3.977 2.985
H -0.252 2.482 2.020
H -1.273 3.789 1.404
H 2.218 4.468 3.266
H 3.328 4.535 1.873
H 2.659 2.980 2.402
C 3.384 0.543 0.459
P 3.272 -0.128 -1.250
C 2.562 -1.779 -0.900
C 5.040 -0.507 -1.557
C 5.537 -1.791 -1.759
C 6.882 -1.996 -2.044
C 7.752 -0.921 -2.126
C 7.267 0.366 -1.932
C 5.925 0.569 -1.661
H 3.939 -0.115 1.131
H 2.370 0.674 0.844
H 3.864 1.522 0.422
H 3.125 -2.352 -0.159
H 2.452 -2.353 -1.820
H 1.561 -1.611 -0.498
H 4.873 -2.644 -1.696
H 7.249 -3.003 -2.200
H 8.800 -1.082 -2.346
H 7.936 1.215 -2.002
H 5.550 1.579 -1.534
```

The energy above the lowest of the compared OMol25 structures with the same formula, charge and spin is 14.5 kJ/mol. For the orbital gap, the calculation gives 6.425 eV. The value obtained for the molar mass is 897.11 g mol⁻¹. As for the net charge: -1. The lowest unoccupied orbital energy is 2.0 eV.

=====

3.
The following is a DFT calculation (the ωB97M-V functional and the def2-TZVPD basis) of C27H33B11Br6F3MnN2O6P2SSb as an isolated structure at a distorted geometry.

Structure (XYZ):
```
93
C27H33B11Br6F3MnN2O6P2SSb (the ωB97M-V functional and the def2-TZVPD basis)
Mn -0.237 -0.226 1.666
Br 0.073 -2.171 0.304
B 1.978 -2.445 -0.275
B 2.533 -2.347 -1.952
C 4.167 -1.988 -1.677
B 3.087 -1.122 -0.719
B 4.725 -1.587 -0.068
B 5.214 -3.151 -0.953
B 3.815 -3.646 -2.118
B 2.367 -3.972 -1.125
Br 0.937 -5.186 -1.596
B 4.020 -4.494 -0.522
Br 4.555 -6.317 -0.354
B 4.585 -3.192 0.760
Br 5.702 -3.697 2.230
B 3.251 -1.956 0.868
Br 2.624 -1.126 2.539
B 2.872 -3.716 0.617
Br 1.981 -4.687 2.027
H 1.904 -2.018 -2.913
H 3.815 -2.688 -0.879
H 2.848 0.025 -0.887
H 5.553 -0.761 0.136
H 6.338 -3.335 -1.287
H 4.087 -4.088 -3.185
N 1.563 3.313 3.040
C 0.793 3.352 1.710
C 0.771 4.777 1.164
P 1.754 2.108 0.652
O 1.863 2.732 -0.787
O 3.038 2.000 1.377
O 0.801 0.907 0.464
P -0.867 2.656 1.932
O -1.534 3.611 2.998
O -1.648 2.527 0.669
O -0.576 1.316 2.705
H 2.496 2.904 2.769
H 1.144 2.692 3.732
H 1.651 4.241 3.450
H 1.785 5.161 1.036
H 0.220 5.444 1.830
H 0.284 4.787 0.188
H 2.693 3.210 -0.927
H -2.426 3.926 2.791
S -2.488 -0.032 0.696
Sb -2.021 0.862 -1.528
C -3.729 1.960 -1.941
C -3.973 2.216 -3.290
C -5.099 2.953 -3.633
C -5.955 3.420 -2.642
C -5.704 3.150 -1.302
C -4.583 2.415 -0.941
C -2.055 -0.931 -2.575
C -2.654 -2.064 -2.020
C -2.685 -3.241 -2.747
C -2.135 -3.280 -4.024
C -1.566 -2.145 -4.583
C -1.518 -0.958 -3.861
C -0.408 1.917 -2.252
C 0.707 1.221 -2.710
C 1.687 1.933 -3.387
C 1.538 3.303 -3.585
C 0.423 3.982 -3.099
C -0.568 3.291 -2.415
H -3.313 1.844 -4.070
H -5.308 3.158 -4.676
H -6.828 3.998 -2.918
H -6.382 3.510 -0.539
H -4.391 2.202 0.103
H -3.103 -2.044 -1.033
H -3.136 -4.128 -2.320
H -2.155 -4.204 -4.589
H -1.152 -2.178 -5.583
H -1.072 -0.080 -4.309
H 0.820 0.156 -2.552
H 2.563 1.415 -3.759
H 2.297 3.848 -4.132
H 0.318 5.047 -3.263
H -1.442 3.808 -2.039
F -1.717 -3.820 7.456
C -2.217 -2.614 7.193
F -1.836 -1.775 8.157
F -3.548 -2.694 7.196
C -1.711 -2.131 5.847
C -2.499 -2.244 4.719
C -1.982 -1.818 3.518
N -0.749 -1.303 3.398
C 0.011 -1.200 4.500
C -0.434 -1.610 5.738
H -3.496 -2.657 4.767
H -2.567 -1.915 2.614
H 1.001 -0.794 4.385
H 0.213 -1.522 6.600
```

The spin multiplicity is 6. For the orbital gap (alpha / beta), the calculation gives 5.015 / 4.219 eV. The value obtained for the molar mass is 1407.63 g mol⁻¹. As for the net charge: +2. The lowest unoccupied orbital energy (alpha / beta) is -8.1 / -8.9 eV.

=====

| no. | calculated total energy (Eh) |
| --- | --- |
| 1 | -5611.4426 |
| 2 | -5346.3967 |
| 3 | -20098.7422 |